[1]
An isolated molecule of C3H5NO2 in a non-equilibrium geometry, computed with ωB97M-V with the def2-TZVPD basis set.

Results
* LUMO level: 0.787 eV
* SMILES string: CCC12ON1O2
* energy relative to the best compared isomer or geometry (same formula, charge and spin): 6.271 eV
* calculated total energy: -322.34389 hartree
* Kohn-Sham gap: 11.36 eV

Last column: Mulliken charge in e.
Geometry (Å):
C: -0.613 0.302 0.202  -1.010
C: 0.634 -0.414 -0.266  -0.334
C: 0.596 -1.505 -1.280  1.075
O: 1.055 -1.464 -2.618  -0.370
N: 1.378 -2.536 -1.681  -0.394
O: -0.042 -2.695 -1.300  -0.386
H: -0.981 0.956 -0.652  0.284
H: -0.491 1.024 1.075  0.306
H: -1.363 -0.343 0.719  0.308
H: 1.130 -0.965 0.571  0.273
H: 1.411 0.432 -0.521  0.247



[2]
The ion C3H6NOS with charge -1 in a non-equilibrium geometry, computed with ωB97M-V with the def2-TZVPD basis set.

Results
* LUMO level: 3.812 eV
* SMILES string: NC(=O)CC[S-]
* energy relative to the best compared isomer or geometry (same formula, charge and spin): 0.709 eV
* calculated total energy: -646.13968 hartree
* total charge: -1
* Kohn-Sham gap: 6.36 eV

Last column: Mulliken charge in e.
Geometry (Å):
N: 1.363 0.740 0.881  -0.451
C: -0.011 0.466 1.042  0.445
O: -0.448 0.588 2.171  -0.638
C: -0.806 0.380 -0.230  -0.481
C: -0.451 -0.983 -0.886  -0.641
S: -0.447 -0.759 -2.753  -0.709
H: 1.974 0.690 1.676  0.230
H: 1.810 0.295 0.082  0.262
H: -1.858 0.400 0.035  0.234
H: -0.501 1.266 -0.778  0.294
H: -1.170 -1.759 -0.635  0.265
H: 0.544 -1.324 -0.605  0.191



[3]
A structure of composition C25H61N4Na2O11 in a non-equilibrium geometry, computed with ωB97M-V with the def2-TZVPD basis set.

Results
* LUMO level (alpha / beta): -6.988 / -9.346 eV
* spin multiplicity: 2
* calculated total energy: -2359.57297 hartree
* total charge: +2
* Kohn-Sham gap (alpha / beta): 5.20 / 2.84 eV
* ⟨S²⟩: 0.7540

Last column: Mulliken charge in e.
Geometry (Å):
Na: 23.800 -8.786 29.895  0.897
Na: 23.693 -11.838 31.116  0.776
O: 21.324 -9.233 33.740  -0.609
C: 22.214 -9.756 32.884  0.341
O: 23.128 -10.640 33.133  -0.684
O: 22.179 -9.253 31.775  -0.486
H: 20.776 -8.631 33.231  0.363
C: 19.588 -15.581 27.122  -0.813
O: 20.601 -15.262 28.111  -0.355
C: 21.113 -13.922 28.121  -0.680
C: 22.127 -13.726 29.238  -0.519
N: 21.500 -12.797 30.184  0.164
C: 20.339 -13.204 31.027  -0.820
C: 19.613 -11.916 31.476  -0.189
O: 19.276 -11.125 30.287  -0.346
C: 18.119 -11.636 29.525  -0.630
H: 19.218 -16.601 27.225  0.295
H: 19.803 -15.641 26.055  0.332
H: 18.681 -15.000 27.289  0.298
H: 20.446 -13.086 27.913  0.293
H: 21.780 -13.877 27.259  0.499
H: 23.075 -13.258 28.974  0.329
H: 22.322 -14.658 29.768  0.364
H: 21.177 -11.942 29.755  0.293
H: 20.625 -13.968 31.750  0.484
H: 19.527 -13.630 30.437  0.187
H: 20.229 -11.304 32.135  -0.247
H: 18.829 -12.141 32.199  0.487
H: 17.828 -10.826 28.857  0.234
H: 17.254 -11.978 30.092  0.349
H: 18.553 -12.448 28.941  0.158
C: 24.251 -5.576 35.914  -0.809
O: 24.988 -6.783 36.219  -0.393
C: 24.785 -7.792 35.216  -0.547
C: 25.649 -9.110 35.475  -0.571
N: 25.652 -10.067 34.396  0.492
C: 26.315 -11.256 34.776  1.659
C: 27.811 -11.096 34.687  -1.139
O: 28.465 -10.602 33.469  -0.348
C: 29.851 -10.643 33.655  -0.791
H: 24.013 -5.206 34.917  0.289
H: 24.654 -4.827 36.595  0.323
H: 23.238 -5.793 36.253  0.368
H: 24.970 -7.393 34.219  0.401
H: 23.733 -8.057 35.114  0.320
H: 25.321 -9.597 36.393  0.397
H: 26.657 -8.832 35.782  0.476
H: 24.728 -10.409 34.177  0.167
H: 26.047 -12.131 34.185  -1.367
H: 26.055 -11.452 35.816  0.433
H: 28.227 -12.038 35.045  0.558
H: 28.226 -10.484 35.488  0.516
H: 30.071 -10.206 34.629  0.339
H: 30.459 -9.986 33.033  0.290
H: 30.175 -11.684 33.641  0.308
C: 19.056 -3.347 33.559  -0.724
O: 20.462 -3.725 33.592  -0.445
C: 20.743 -4.935 32.914  0.088
C: 20.673 -4.800 31.355  -0.890
N: 19.396 -5.243 30.803  -0.395
C: 19.236 -6.695 30.776  0.187
C: 17.704 -6.771 30.686  -0.979
O: 17.113 -5.943 31.659  -0.310
C: 15.748 -5.919 31.631  -0.796
H: 18.468 -4.202 33.891  0.295
H: 18.751 -3.154 32.530  0.314
H: 18.881 -2.404 34.076  0.305
H: 20.118 -5.730 33.322  0.430
H: 21.784 -5.173 33.132  -0.067
H: 21.415 -5.443 30.882  0.309
H: 20.778 -3.736 31.144  0.431
H: 18.680 -4.959 31.456  0.353
H: 19.423 -7.215 31.716  -0.254
H: 19.761 -7.199 29.965  0.454
H: 17.557 -7.844 30.805  0.513
H: 17.490 -6.551 29.640  0.333
H: 15.328 -5.460 30.736  0.326
H: 15.412 -5.319 32.477  0.226
H: 15.474 -6.972 31.692  0.326
C: 27.955 -15.531 30.890  -0.777
O: 27.086 -14.423 30.671  -0.418
C: 25.680 -14.764 30.537  -0.053
C: 25.075 -15.045 31.902  -0.988
N: 24.697 -13.876 32.665  0.437
C: 23.656 -14.007 33.625  -0.244
C: 24.026 -14.557 34.979  -1.108
O: 25.285 -13.986 35.317  -0.247
C: 25.688 -14.501 36.563  -0.925
H: 28.527 -15.831 30.012  0.301
H: 27.460 -16.440 31.232  0.343
H: 28.817 -15.210 31.476  0.264
H: 25.619 -15.711 30.000  0.422
H: 24.994 -14.072 30.049  -0.265
H: 25.699 -15.578 32.619  0.442
H: 24.259 -15.735 31.687  0.607
H: 25.532 -13.528 33.114  -0.205
H: 22.901 -14.641 33.160  0.503
H: 23.017 -13.140 33.788  -0.028
H: 23.948 -15.644 34.959  0.384
H: 23.364 -14.050 35.681  0.456
H: 25.012 -14.274 37.387  0.365
H: 26.624 -13.960 36.705  0.241
H: 25.946 -15.557 36.655  0.331



[4]
A structure of composition C14H33N5OPd, computed with ωB97M-V with the def2-TZVPD basis set.

Results
* LUMO level: 0.806 eV
* energy relative to the best compared isomer or geometry (same formula, charge and spin): 0.000 eV
* calculated total energy: -1030.06858 hartree
* Kohn-Sham gap: 6.09 eV

Last column: Mulliken charge in e.
Geometry (Å):
Pd: -0.118 -0.032 -0.475  -0.438
C: 0.077 -1.394 3.278  -1.069
C: -1.320 -0.892 2.931  -0.740
N: -1.599 -0.933 1.509  0.391
C: -2.934 -0.520 1.124  -1.215
C: -3.003 0.981 0.844  -0.498
N: -2.139 1.337 -0.273  0.095
C: -1.928 2.757 -0.497  -0.905
C: -1.165 3.445 0.639  -1.012
C: -0.040 2.668 1.307  0.212
N: 1.016 2.236 0.399  -0.067
C: 2.245 1.842 1.093  -0.806
C: 2.583 0.354 1.010  -0.769
N: 1.502 -0.500 1.463  0.457
C: 1.248 -0.495 2.894  -0.731
H: 0.224 -2.386 2.834  0.299
H: 0.111 -1.535 4.362  0.440
H: -1.420 0.143 3.283  0.258
H: -2.056 -1.480 3.506  0.474
H: -1.349 -1.830 1.111  0.103
H: -3.687 -0.776 1.886  0.388
H: -3.202 -1.052 0.208  0.355
H: -2.663 1.524 1.730  0.223
H: -4.050 1.275 0.676  0.382
H: -2.463 0.891 -1.122  0.283
H: -2.875 3.303 -0.637  0.320
H: -1.365 2.844 -1.427  0.369
H: -1.868 3.721 1.431  0.365
H: -0.769 4.392 0.256  0.414
H: -0.448 1.772 1.783  -0.443
H: 0.368 3.304 2.109  0.422
H: 1.214 2.957 -0.281  0.269
H: 2.173 2.135 2.148  0.313
H: 3.100 2.391 0.687  0.404
H: 3.521 0.199 1.573  0.440
H: 2.767 0.102 -0.037  0.242
H: 1.622 -1.451 1.135  -0.138
H: 1.026 0.530 3.210  0.333
H: 2.138 -0.809 3.465  0.400
C: 2.403 -4.948 -0.670  -0.941
N: 2.174 -3.862 -1.609  0.150
C: 2.936 -3.812 -2.845  -0.918
C: 1.242 -2.924 -1.268  0.794
C: 1.005 -1.826 -2.277  -0.955
O: 0.633 -3.025 -0.210  -0.617
H: 2.898 -5.767 -1.188  0.368
H: 1.456 -5.295 -0.264  0.281
H: 3.027 -4.633 0.170  0.268
H: 3.510 -4.732 -2.932  0.269
H: 3.641 -2.978 -2.867  0.325
H: 2.289 -3.736 -3.719  0.323
H: 0.375 -2.205 -3.087  0.423
H: 1.941 -1.486 -2.719  0.355
H: 0.480 -0.926 -1.853  0.053



- Look up the calculated total energy of the first one.
  -322.34389 hartree



- Which of these has the highest calculated total energy?
  C3H5NO2



- What is the calculated total energy in the third record?
  -2359.57297 hartree